(1)
ORCA calculation (ωB97M-V with the def2-TZVPD basis set) on a structure of composition H24O12Xe.

```
37
Properties=species:S:1:pos:R:3:lowdin_charge:R:1
Xe -0.475 -0.573 -0.190 0.3555
O 1.452 1.506 -3.116 -0.0582
H 0.878 0.767 -3.317 -0.0055
H 0.863 2.257 -3.048 0.0350
O -1.137 -3.543 1.725 -0.0872
H -0.933 -2.709 2.147 -0.0526
H -0.401 -4.112 1.949 0.0401
O 3.028 -2.119 -1.719 -0.0471
H 3.291 -1.491 -1.046 0.0001
H 3.588 -2.881 -1.568 0.0539
O 1.309 -1.344 -3.704 -0.0699
H 1.791 -1.489 -2.890 -0.0300
H 0.570 -1.951 -3.657 0.0342
O 1.732 2.393 2.096 -0.0515
H 1.976 1.560 2.500 0.0338
H 0.780 2.349 2.010 -0.0173
O -4.392 0.350 0.318 -0.0584
H -5.206 -0.125 0.151 0.0378
H -4.023 0.508 -0.551 0.0188
O -0.789 2.686 1.191 -0.0851
H -1.544 2.581 1.770 0.0525
H -1.156 2.637 0.308 -0.0230
O -2.069 2.973 -1.348 -0.0398
H -2.658 3.683 -1.092 0.0596
H -2.642 2.317 -1.745 0.0409
O -0.413 -1.370 3.431 -0.0696
H -1.000 -0.628 3.579 0.0501
H -0.551 -1.940 4.188 0.0543
O 3.781 -0.324 0.499 -0.0332
H 3.215 -0.431 1.263 0.0396
H 4.490 -0.952 0.636 0.0479
O 2.743 2.616 -0.566 -0.0653
H 2.264 2.090 -1.206 -0.0221
H 2.351 2.385 0.276 -0.0334
O -3.711 -2.814 -0.018 -0.0674
H -2.845 -2.809 0.390 -0.0320
H -4.155 -2.051 0.353 -0.0056
```

Multiplicity ... 1
HOMO energy ... -9.68 eV
Frontier orbital gap ... 9.34 eV
Lowest unoccupied orbital energy ... -0.35 eV
Energy above the lowest of the compared OMol25 structures with the same formula, charge and spin ... 101.7 kJ/mol
Net charge ... 0


(2)
ORCA calculation (ωB97M-V with the def2-TZVPD basis set) on a cluster of 12 separate species, H25O12 in total.

```
37
Properties=species:S:1:pos:R:3:lowdin_charge:R:1
O 4.132 16.788 -6.738 0.1934
H 3.574 16.804 -7.568 0.1075
H 4.652 15.983 -6.684 0.0748
H 3.670 16.963 -5.877 0.0992
O 1.327 16.544 -6.789 -0.0225
H 1.276 16.329 -7.714 0.0405
H 1.056 17.455 -6.615 0.0557
O 3.452 17.003 -9.491 -0.0379
H 3.659 16.257 -10.060 0.0607
H 3.742 17.691 -10.130 0.0985
O 4.357 14.400 -8.209 -0.0510
H 4.830 13.748 -7.684 0.0614
H 3.635 13.964 -8.747 0.1065
O 5.364 16.711 -3.763 -0.0172
H 5.784 16.614 -2.895 0.1053
H 5.772 17.525 -3.979 0.0574
O 6.755 15.980 -9.404 -0.0252
H 6.599 16.072 -10.367 0.0762
H 6.183 15.296 -9.099 -0.0126
O 3.417 19.770 -7.701 -0.0419
H 3.970 20.560 -7.680 0.0770
H 2.795 19.910 -6.988 0.0355
O 5.695 18.506 -8.524 -0.0290
H 4.895 18.952 -8.249 -0.0072
H 5.349 17.785 -8.970 -0.0478
O 7.769 17.654 -7.231 -0.1213
H 7.147 17.801 -7.973 -0.0333
H 7.438 16.816 -6.772 0.0109
O 6.571 15.269 -5.833 -0.0284
H 6.065 15.671 -5.114 -0.0045
H 6.750 14.345 -5.674 0.0707
O 3.082 18.705 -5.102 -0.0184
H 3.828 18.896 -4.500 0.0836
H 2.396 18.262 -4.632 0.0502
O 3.378 14.889 -4.846 -0.0371
H 2.649 14.967 -4.214 0.0695
H 4.034 15.270 -4.253 0.0005
```

Multiplicity ... 1
HOMO energy ... -11.94 eV
Frontier orbital gap ... 8.66 eV
Lowest unoccupied orbital energy ... -3.28 eV
Energy above the lowest of the compared OMol25 structures with the same formula, charge and spin ... 193.4 kJ/mol
Net charge ... +1


(3)
ORCA calculation (ωB97M-V with the def2-TZVPD basis set) on a cluster of 13 separate species, H25O16S in total.

```
42
Properties=species:S:1:pos:R:3:lowdin_charge:R:1
O -3.239 -0.578 1.179 0.2288
H -2.339 -0.587 0.679 0.1180
H -3.399 -0.320 2.190 0.2487
H -3.464 -1.517 1.289 0.1548
S 0.254 0.095 -0.181 0.3090
O 0.330 1.025 0.915 -0.3353
O -0.804 -0.784 0.258 -0.3321
O -0.130 0.811 -1.313 -0.2745
O 1.385 -0.705 -0.281 -0.2858
O -0.688 0.706 3.411 -0.1224
H 0.217 0.562 3.778 0.0660
H -0.255 0.839 2.472 0.0422
O 2.376 -2.678 1.079 -0.1044
H 1.844 -1.952 0.621 -0.0086
H 2.580 -3.252 0.298 0.0455
O -0.733 -2.018 2.749 0.0438
H -0.731 -1.336 3.344 -0.0390
H -0.712 -1.630 1.973 -0.1078
O -1.203 -3.232 -0.527 -0.1276
H -1.016 -2.313 -0.079 0.0003
H -1.164 -2.954 -1.473 0.0256
O -2.201 2.397 -0.960 -0.0916
H -2.900 1.809 -1.408 0.0829
H -1.453 1.759 -1.053 -0.0167
O 0.811 2.369 -3.192 0.0012
H 0.534 1.762 -2.627 -0.1088
H 0.980 3.274 -2.912 0.0519
O -1.666 -0.014 -3.173 -0.0171
H -1.056 0.272 -2.592 -0.1112
H -1.410 -0.968 -3.200 0.0601
O 3.844 -0.362 -1.070 -0.1522
H 2.872 -0.571 -0.840 -0.0087
H 4.171 0.597 -0.895 0.0755
O -0.768 3.347 1.224 -0.0472
H -0.267 2.466 0.995 0.0205
H -1.410 3.170 0.682 -0.1289
O 1.854 -2.514 -2.220 -0.0820
H 1.555 -2.298 -3.050 -0.0300
H 1.545 -1.926 -1.381 0.0581
O 2.339 2.307 1.691 -0.0885
H 1.981 3.081 2.200 0.0537
H 1.535 1.861 1.402 -0.0663
```

Multiplicity ... 1
HOMO energy ... -7.07 eV
Frontier orbital gap ... 8.04 eV
Lowest unoccupied orbital energy ... 0.97 eV
Energy above the lowest of the compared OMol25 structures with the same formula, charge and spin ... 157.5 kJ/mol
Net charge ... -1